# 1
Computed, not measured: 7 unconnected molecules or ions with the total composition C40H82N2O10P in a non-equilibrium geometry, with ωB97M-V/def2-TZVPD.

The HOMO energy is -0.394 hartree. As for the net charge: +1. The calculation puts the gap between HOMO and LUMO at 8.3 eV.

```
135
C40H82N2O10P | OMol25 | ωB97M-V/def2-TZVPD
C 8.599 -2.022 3.678
C 8.386 -0.903 2.517
O 7.048 -1.134 1.980
C 6.079 -0.378 2.777
C 5.620 0.851 1.839
O 4.240 1.263 2.012
N 3.350 0.374 1.480
C 3.266 0.474 -0.018
C 2.052 -0.343 -0.678
C 1.078 -1.094 0.356
C 1.539 -2.641 0.511
C 0.456 -3.543 1.262
O 0.787 -4.186 2.290
O -0.913 -3.647 0.847
C 0.849 -0.344 1.762
C -0.628 0.269 1.752
C -1.043 0.609 3.268
C -2.627 0.478 3.476
C -3.319 1.937 3.420
C -3.030 -0.175 4.892
C 2.016 0.679 2.164
P 1.615 2.532 1.977
N 2.359 3.340 3.180
H 8.357 -3.041 3.217
H 7.872 -1.813 4.536
H 9.676 -1.931 4.033
H 8.537 0.162 2.920
H 9.136 -1.123 1.673
H 5.220 -1.097 3.004
H 6.548 0.007 3.749
H 6.261 1.752 2.171
H 5.935 0.628 0.770
H 3.542 -0.622 1.701
H 4.229 0.062 -0.497
H 3.207 1.562 -0.386
H 2.508 -1.166 -1.344
H 1.451 0.322 -1.386
H 0.045 -1.147 -0.155
H 1.586 -3.046 -0.580
H 2.585 -2.742 0.957
H -1.439 -3.214 1.557
H 0.849 -1.172 2.570
H -1.411 -0.474 1.344
H -0.718 1.190 1.061
H -0.515 -0.143 3.959
H -0.692 1.648 3.581
H -3.093 -0.176 2.663
H -2.771 2.554 2.630
H -4.420 1.766 3.120
H -3.294 2.452 4.444
H -3.302 0.643 5.653
H -4.001 -0.761 4.711
H -2.212 -0.850 5.333
H 2.230 0.505 3.287
H 0.228 2.854 2.075
H 2.147 3.101 0.763
H 2.856 2.669 3.803
C 0.018 -5.469 -4.167
C 0.414 -6.339 -2.995
C 1.684 -5.664 -2.514
O 1.551 -4.267 -2.817
C 0.422 -4.090 -3.687
H -1.039 -5.536 -4.427
H 0.606 -5.745 -5.049
H -0.355 -6.286 -2.217
H 0.562 -7.388 -3.256
H 2.561 -6.041 -3.049
H 1.847 -5.794 -1.441
H -0.380 -3.622 -3.105
H 0.693 -3.421 -4.508
C 3.689 8.411 1.353
C 4.464 7.231 1.897
C 3.497 6.086 1.669
O 2.726 6.419 0.504
C 2.963 7.795 0.173
H 4.317 9.257 1.071
H 2.965 8.755 2.099
H 5.372 7.078 1.303
H 4.756 7.340 2.943
H 2.804 5.977 2.508
H 4.005 5.131 1.512
H 3.581 7.820 -0.731
H 2.013 8.289 -0.042
C -2.491 -3.601 -7.811
C -3.459 -4.653 -8.305
C -3.243 -5.773 -7.307
O -2.870 -5.158 -6.065
C -2.577 -3.775 -6.308
H -2.737 -2.589 -8.138
H -1.479 -3.836 -8.157
H -4.484 -4.277 -8.229
H -3.283 -4.962 -9.337
H -2.422 -6.429 -7.616
H -4.138 -6.382 -7.160
H -3.395 -3.180 -5.886
H -1.649 -3.500 -5.799
C -7.054 -0.719 -8.873
C -7.241 -1.619 -10.074
C -6.288 -2.757 -9.767
O -6.228 -2.874 -8.338
C -6.854 -1.723 -7.755
H -7.892 -0.044 -8.694
H -6.149 -0.115 -9.000
H -8.271 -1.991 -10.102
H -7.029 -1.131 -11.027
H -5.277 -2.538 -10.129
H -6.615 -3.705 -10.200
H -7.812 -2.041 -7.332
H -6.229 -1.334 -6.948
C 3.398 1.767 8.296
C 4.576 0.864 8.011
C 4.225 0.308 6.646
O 3.458 1.316 5.969
C 3.088 2.325 6.921
H 3.607 2.544 9.032
H 2.552 1.172 8.656
H 5.493 1.460 7.947
H 4.726 0.087 8.762
H 3.599 -0.588 6.731
H 5.110 0.060 6.054
H 3.686 3.218 6.711
H 2.032 2.576 6.798
C -7.368 4.551 1.846
C -7.555 3.651 0.645
C -6.603 2.512 0.954
O -6.545 2.394 2.382
C -7.171 3.547 2.964
H -8.206 5.226 2.024
H -6.462 5.154 1.721
H -8.584 3.280 0.616
H -7.341 4.139 -0.307
H -5.591 2.730 0.594
H -6.930 1.564 0.520
H -8.130 3.229 3.386
H -6.547 3.935 3.772
```

***

# 2
Computed, not measured: 4 unconnected molecules or ions with the total composition C4H16N2O4 in a non-equilibrium geometry, with ωB97M-V/def2-TZVPD.

The calculation puts the energy above the lowest of the compared OMol25 structures with the same formula, charge and spin at 19.4 kcal per mole. The HOMO energy is -0.345 hartree. As for the net charge: 0. Its structure (SMILES) is CC(=O)NCCN.O.O.O. The calculation puts the gap between HOMO and LUMO at 9.8 eV.

```
26
C4H16N2O4 | OMol25 | ωB97M-V/def2-TZVPD
C 1.374 -1.364 1.561
C 0.344 -1.281 0.466
N -0.931 -0.838 0.750
C -1.292 0.068 1.833
C -1.074 1.559 1.548
N -2.362 2.209 1.130
O 0.626 -1.513 -0.699
H 0.888 -1.049 2.493
H 1.645 -2.396 1.809
H 2.313 -0.865 1.406
H -1.381 -0.607 -0.138
H -2.360 -0.126 2.102
H -0.858 -0.298 2.776
H -0.604 2.094 2.396
H -0.327 1.625 0.739
H -3.080 1.586 1.486
H -2.423 2.237 0.117
H -1.413 -1.000 -2.853
H -0.309 -0.318 -2.067
O -1.219 -0.198 -2.372
H 2.662 0.370 -1.543
H 2.539 -1.003 -2.082
O 3.210 -0.415 -1.718
H 1.641 1.646 -1.165
H 0.227 1.805 -1.798
O 0.819 1.182 -1.351
```

***

# 3
Computed, not measured: a molecular structure, C43H52N6O3Tl in a non-equilibrium geometry, with ωB97M-V/def2-TZVPD.

The calculation puts the energy above the lowest of the compared OMol25 structures with the same formula, charge and spin at 0.0 kcal per mole. The HOMO energy is -0.154 hartree. As for the net charge: -1. The calculation puts the gap between HOMO and LUMO at 6.4 eV.

```
105
C43H52N6O3Tl | OMol25 | ωB97M-V/def2-TZVPD
Tl -0.263 -0.468 0.050
N 0.026 -1.657 3.271
C -0.053 -3.008 3.317
C -0.659 -3.701 4.356
C -0.545 -5.088 4.457
C 0.204 -5.812 3.564
C 0.783 -5.160 2.459
C 1.538 -5.825 1.469
C 1.950 -5.136 0.362
C 1.553 -3.798 0.212
N 0.928 -3.131 1.149
C 0.585 -3.766 2.284
H 0.513 -1.251 2.474
H -0.686 -1.080 3.700
H -1.211 -3.155 5.114
H -1.027 -5.596 5.284
H 0.328 -6.886 3.664
H 1.765 -6.877 1.607
H 2.544 -5.611 -0.412
H 1.756 -3.263 -0.710
C 3.859 -1.704 2.273
C 3.208 -1.119 1.023
O 2.230 -0.387 1.197
C 3.770 -1.470 -0.261
C 5.082 -1.960 -0.348
C 5.676 -2.272 -1.544
C 4.950 -2.106 -2.731
C 3.663 -1.658 -2.694
C 2.982 -1.340 -1.470
O 1.761 -1.028 -1.504
H 3.205 -1.485 3.119
H 4.839 -1.255 2.456
H 3.976 -2.788 2.176
H 5.656 -2.057 0.566
H 6.695 -2.641 -1.578
H 5.423 -2.337 -3.681
H 3.091 -1.525 -3.608
C 2.648 2.268 -0.592
C 1.931 2.075 -1.930
C 2.913 2.134 -3.101
C 0.807 3.074 -2.044
C 1.069 4.435 -2.085
C 0.045 5.365 -2.125
C -1.270 4.931 -2.093
C -1.572 3.577 -2.064
C -2.999 3.096 -1.921
C -4.027 3.976 -2.634
C -3.304 2.989 -0.423
C -0.527 2.630 -2.066
N -0.817 1.280 -1.989
C -1.239 0.605 -3.008
C -1.739 -0.708 -2.974
C -2.274 -1.412 -4.077
C -2.780 -2.592 -3.575
C -2.545 -2.565 -2.183
N -1.913 -1.446 -1.828
C -2.923 -3.626 -1.178
C -4.160 -4.404 -1.645
C -1.745 -4.594 -1.013
C -3.230 -2.992 0.180
H 3.495 1.582 -0.516
H 1.961 2.039 0.230
H 3.013 3.295 -0.476
H 1.498 1.070 -1.926
H 3.431 3.098 -3.155
H 2.392 1.967 -4.049
H 3.662 1.344 -2.986
H 2.101 4.777 -2.095
H 0.272 6.427 -2.173
H -2.070 5.667 -2.103
H -3.067 2.089 -2.348
H -4.168 4.930 -2.116
H -4.994 3.464 -2.667
H -3.711 4.177 -3.664
H -3.134 3.956 0.067
H -2.643 2.245 0.032
H -4.342 2.687 -0.253
H -1.250 1.082 -4.007
H -2.273 -1.093 -5.110
H -3.275 -3.369 -4.140
H -3.959 -4.925 -2.585
H -5.012 -3.730 -1.798
H -4.437 -5.152 -0.894
H -1.454 -5.023 -1.977
H -2.001 -5.404 -0.321
H -0.885 -4.050 -0.620
H -4.055 -2.279 0.087
H -2.352 -2.456 0.551
H -3.501 -3.762 0.911
N -0.582 1.602 2.498
C -0.548 2.756 2.595
N -0.564 4.056 2.707
C -1.808 4.773 2.897
C -1.795 5.442 4.277
O -0.668 6.280 4.422
C 0.535 5.552 4.280
C 0.618 4.866 2.908
H -2.651 4.079 2.805
H -1.887 5.542 2.119
H -1.793 4.667 5.063
H -2.670 6.085 4.405
H 0.613 4.795 5.079
H 1.341 6.285 4.396
H 1.515 4.240 2.840
H 0.653 5.628 2.118
```

***

# 4
Computed, not measured: 3 unconnected molecules or ions with the total composition C16H36N2O12P3S in a non-equilibrium geometry, with ωB97M-V/def2-TZVPD.

The HOMO energy is -0.142 hartree. As for the net charge: -1. The calculation puts the gap between HOMO and LUMO at 3.3 eV.

```
70
C16H36N2O12P3S | OMol25 | ωB97M-V/def2-TZVPD
C -4.749 -2.546 6.934
C -4.512 -1.993 5.899
N -4.368 -1.048 4.876
C -3.006 -1.324 4.220
C -2.881 -2.688 3.522
C -1.726 -2.856 2.488
C -2.136 -2.405 1.027
C -0.344 -2.274 2.874
N -2.594 -0.183 3.408
C -3.193 1.095 3.763
C -2.444 2.208 2.930
C -2.007 -1.317 5.468
O -1.981 -0.307 6.197
O -1.316 -2.313 5.716
P -5.755 -1.240 3.896
O -6.281 -2.785 4.074
O -6.928 -0.334 4.562
S -5.593 -0.862 2.011
H -4.893 -3.006 7.884
H -3.791 -2.985 2.967
H -2.754 -3.489 4.262
H -1.578 -3.946 2.390
H -3.067 -1.822 1.073
H -2.238 -3.265 0.356
H -1.362 -1.711 0.666
H -0.352 -1.301 3.370
H 0.348 -2.200 1.993
H 0.142 -2.985 3.559
H -2.781 -0.324 2.421
H -4.259 1.205 3.498
H -3.083 1.374 4.812
H -1.701 1.709 2.289
H -1.963 2.953 3.570
H -3.159 2.660 2.223
H -6.333 -3.127 3.171
H -7.478 -0.911 5.110
C 1.876 -0.304 -3.526
O 2.311 -0.591 -2.180
P 2.178 -2.210 -1.671
O 1.940 -1.822 -0.238
O 3.776 -2.435 -1.972
C 4.715 -1.422 -1.638
O 2.015 -3.854 -1.346
C 2.279 -4.787 -2.409
H 2.026 0.756 -3.720
H 2.464 -0.885 -4.246
H 0.815 -0.543 -3.637
H 4.391 -0.833 -0.780
H 4.861 -0.769 -2.500
H 5.663 -1.906 -1.401
H 3.339 -4.778 -2.669
H 1.684 -4.545 -3.291
H 2.011 -5.782 -2.061
C 3.450 6.254 -3.536
O 3.786 4.858 -3.665
P 3.130 4.047 -4.998
O 2.990 2.704 -4.374
O 4.532 4.218 -5.822
C 5.774 3.931 -5.188
O 2.344 3.742 -6.440
C 2.340 4.775 -7.444
H 3.945 6.644 -2.651
H 3.796 6.813 -4.413
H 2.372 6.377 -3.424
H 5.673 3.163 -4.422
H 6.170 4.846 -4.745
H 6.470 3.584 -5.951
H 3.346 4.926 -7.837
H 1.963 5.711 -7.032
H 1.690 4.456 -8.255
```

***

| no. | electronic energy (eV) |
| --- | --- |
| 1 | -75537.9063 |
| 2 | -15577.6383 |
| 3 | -65214.4028 |
| 4 | -83425.8823 |